Entry 1:
Entry from the Open Molecules 2025 dataset: an isolated ion of composition C4H9N2O and charge +1 at a distorted geometry (ωB97M-V with the def2-TZVPD basis set).

## Properties
- relative energy (zero: lowest compared OMol25 entry of this formula, charge and spin) (eV) = 3.5991
- structure (SMILES) = CNCC=[N+]=CO
- E_HOMO (eV) = -14.9

ORCA input file:
```
! RIJCOSX wB97M-V def2-TZVPD def2/J DEFGRID3
* xyz 1 1
C 0.110 1.497 -0.557
N 0.170 0.383 0.349
C 0.974 -0.681 -0.187
C 0.083 -1.907 -0.402
N -1.045 -1.809 0.103
C -1.599 -0.810 0.720
O -1.879 -0.654 1.958
H -0.431 1.146 -1.467
H -0.730 2.256 -0.273
H 0.996 2.118 -0.851
H 0.356 0.850 1.217
H 1.853 -0.773 0.513
H 1.409 -0.457 -1.295
H 0.367 -2.827 -0.758
H -2.204 -0.285 0.048
H -1.245 -1.280 2.343
*
```


Entry 2:
Entry from the Open Molecules 2025 dataset: an isolated ion of composition C4H9N2O and charge +1 at a distorted geometry (ωB97M-V with the def2-TZVPD basis set).

## Properties
- relative energy (zero: lowest compared OMol25 entry of this formula, charge and spin) (eV) = 2.5035
- structure (SMILES) = C[C@]1([NH3+])CC(=O)N1
- E_HOMO (eV) = -14.4

ORCA input file:
```
! RIJCOSX wB97M-V def2-TZVPD def2/J DEFGRID3
* xyz 1 1
C 0.125 -1.224 1.119
C -0.042 -0.021 0.265
N -1.528 0.543 0.208
C 0.602 -0.393 -1.167
C 1.245 0.997 -1.137
O 1.925 1.723 -1.834
N 0.813 1.105 0.236
H 1.181 -1.569 0.978
H -0.486 -1.911 0.644
H -0.262 -1.090 2.132
H -2.067 0.284 1.129
H -2.085 0.003 -0.549
H -1.639 1.505 0.007
H -0.074 -0.499 -2.018
H 1.229 -1.202 -1.089
H 1.061 1.749 1.076
*
```


Entry 3:
Entry from the Open Molecules 2025 dataset: C4H9N2O as an isolated structure at a distorted geometry (ωB97M-V with the def2-TZVPD basis set).

## Properties
- relative energy (zero: lowest compared OMol25 entry of this formula, charge and spin) (eV) = 3.4604
- E_HOMO (eV) = -14.3

ORCA input file:
```
! RIJCOSX wB97M-V def2-TZVPD def2/J DEFGRID3
* xyz 1 1
C 1.492 -0.050 0.132
C 0.248 0.836 -0.092
C -0.531 -0.957 0.067
C 0.388 1.620 -1.398
N 0.759 -1.140 0.427
N -1.522 -0.897 1.121
O 2.637 0.112 0.000
H -0.032 1.334 0.799
H -0.854 -1.365 -0.874
H -0.501 2.213 -1.730
H 0.790 0.981 -2.121
H 1.175 2.304 -1.242
H 1.112 -2.093 0.625
H -2.197 -0.160 1.258
H -0.848 -0.977 1.910
H -2.113 -1.763 1.118
*
```


Entry 4:
Entry from the Open Molecules 2025 dataset: an isolated ion of composition C4H9N2O and charge +1 at a distorted geometry (ωB97M-V with the def2-TZVPD basis set).

## Properties
- relative energy (zero: lowest compared OMol25 entry of this formula, charge and spin) (eV) = 3.3283
- structure (SMILES) = C[C@]1([NH3+])CC(=O)N1
- E_HOMO (eV) = -14.7

ORCA input file:
```
! RIJCOSX wB97M-V def2-TZVPD def2/J DEFGRID3
* xyz 1 1
C 1.219 1.142 -0.190
C 0.223 0.107 0.089
N 0.927 -1.247 0.524
C -1.127 -0.258 -1.173
C -1.990 0.038 0.009
O -3.132 0.042 0.267
N -0.865 0.357 0.874
H 2.148 0.664 -0.386
H 1.454 1.632 0.814
H 0.913 1.770 -0.939
H 0.166 -1.985 0.536
H 1.100 -1.158 1.488
H 1.797 -1.272 -0.084
H -1.017 -1.047 -1.842
H -1.081 0.644 -1.779
H -0.735 0.567 1.791
*
```


Entry 5:
Entry from the Open Molecules 2025 dataset: a 2-piece molecular cluster, C4H9N2O overall at a distorted geometry (ωB97M-V with the def2-TZVPD basis set).

## Properties
- relative energy (zero: lowest compared OMol25 entry of this formula, charge and spin) (eV) = 4.4739
- E_HOMO (eV) = -13.2

ORCA input file:
```
! RIJCOSX wB97M-V def2-TZVPD def2/J DEFGRID3
* xyz 1 1
C 1.160 0.798 -0.417
C 3.036 -0.167 0.843
C -0.608 -0.397 -0.583
C -2.515 0.964 0.354
N 2.112 0.418 0.206
N -0.191 -1.687 -0.551
O -1.260 0.159 0.509
H 1.136 1.733 -0.957
H 3.832 -0.741 0.361
H 3.233 0.021 1.911
H -0.959 -0.028 -1.577
H -3.032 0.610 -0.526
H -2.279 2.010 0.249
H -3.059 0.617 1.235
H -0.385 -2.173 -1.419
H -0.222 -2.137 0.361
*
```


Entry 6:
Entry from the Open Molecules 2025 dataset: a 2-piece molecular cluster, C4H9N2O overall at a distorted geometry (ωB97M-V with the def2-TZVPD basis set).

## Properties
- relative energy (zero: lowest compared OMol25 entry of this formula, charge and spin) (eV) = 4.4966
- E_HOMO (spin up / spin down) (eV) = -12.2 / -12.2

ORCA input file:
```
! RIJCOSX wB97M-V def2-TZVPD def2/J DEFGRID3
* xyz 1 1
C 1.306 0.309 -1.455
C 0.033 1.260 0.799
C -0.209 -2.205 -0.444
C 0.346 -1.003 0.362
N -0.729 2.384 0.860
N -0.496 0.070 0.583
O 0.897 1.355 -1.180
H 1.499 -0.302 -2.268
H 1.097 1.259 1.191
H -0.873 -2.794 0.201
H -0.903 -1.724 -1.093
H 0.496 -2.957 -0.822
H 0.985 -1.206 1.237
H -0.449 3.211 1.284
H -1.643 2.274 0.586
H -1.357 0.070 0.157
*
```


Entry 7:
Entry from the Open Molecules 2025 dataset: an isolated ion of composition C4H9N2O2 and charge -1 at a distorted geometry (ωB97M-V with the def2-TZVPD basis set).

## Properties
- relative energy (zero: lowest compared OMol25 entry of this formula, charge and spin) (eV) = 2.8217
- structure (SMILES) = O=CNCCNC[O-]
- E_HOMO (eV) = -2.7

ORCA input file:
```
! RIJCOSX wB97M-V def2-TZVPD def2/J DEFGRID3
* xyz -1 1
O 0.144 1.800 3.239
C 0.634 0.842 2.663
N -0.038 0.348 1.501
C 0.303 -0.927 0.898
C 0.678 -0.744 -0.696
N -0.343 0.121 -1.284
C -1.074 -0.474 -2.477
O -0.286 -0.731 -3.454
H 1.542 0.370 3.101
H -0.735 0.874 1.009
H 1.160 -1.320 1.424
H -0.595 -1.512 0.936
H 0.718 -1.747 -1.147
H 1.645 -0.354 -0.733
H 0.293 0.779 -1.789
H -1.765 0.287 -2.821
H -1.700 -1.391 -2.114
*
```


Entry 8:
Entry from the Open Molecules 2025 dataset: C4H9N2O2 as an isolated structure at a distorted geometry (ωB97M-V with the def2-TZVPD basis set).

## Properties
- relative energy (zero: lowest compared OMol25 entry of this formula, charge and spin) (eV) = 4.3587
- E_HOMO (eV) = -4.3

ORCA input file:
```
! RIJCOSX wB97M-V def2-TZVPD def2/J DEFGRID3
* xyz -1 1
C 0.361 -0.564 0.559
N 0.645 0.705 1.167
C 1.994 1.004 1.782
O 2.585 -0.044 2.194
O 2.390 2.269 1.799
C -0.897 -0.417 -0.330
C -0.979 0.633 -1.494
N -1.244 -1.906 -1.153
H 0.017 -1.331 1.266
H 1.290 -0.956 -0.029
H 0.175 1.477 0.763
H -1.744 -0.102 0.344
H -0.999 1.687 -1.157
H -1.780 0.540 -2.230
H -0.097 0.618 -2.160
H -0.296 -2.140 -1.288
H -1.421 -1.471 -0.033
*
```


Entry 9:
Entry from the Open Molecules 2025 dataset: a 2-piece molecular cluster, C4H9N2O2 overall at a distorted geometry (ωB97M-V with the def2-TZVPD basis set).

## Properties
- relative energy (zero: lowest compared OMol25 entry of this formula, charge and spin) (eV) = 0.0660
- E_HOMO (eV) = -4.3

ORCA input file:
```
! RIJCOSX wB97M-V def2-TZVPD def2/J DEFGRID3
* xyz -1 1
N 1.401 2.481 -1.629
C 0.699 1.240 -1.771
O 0.764 0.656 -2.859
O 0.074 0.847 -0.730
H 1.105 3.151 -2.322
H 1.340 2.842 -0.693
C -1.861 -0.595 1.289
C -0.684 -1.392 1.770
C -0.574 -1.989 2.966
N 0.304 -1.513 0.792
H -2.113 -0.939 0.286
H -1.523 0.437 1.188
H -2.735 -0.691 1.930
H 0.323 -2.564 3.178
H -1.300 -1.945 3.763
H 0.329 -0.706 0.142
H 1.218 -1.697 1.187
*
```


Entry 10:
Entry from the Open Molecules 2025 dataset: a 2-piece molecular cluster, C4H9N2O2 overall at a distorted geometry (ωB97M-V with the def2-TZVPD basis set).

## Properties
- relative energy (zero: lowest compared OMol25 entry of this formula, charge and spin) (eV) = 3.4090
- E_HOMO (eV) = -4.1

ORCA input file:
```
! RIJCOSX wB97M-V def2-TZVPD def2/J DEFGRID3
* xyz -1 1
O 1.688 1.157 -0.177
C 0.530 0.759 0.076
N -0.448 1.466 0.671
C -1.408 2.586 2.110
O -2.710 2.468 1.896
C 0.062 -0.642 -0.210
N 1.272 -1.449 -0.630
C 0.940 -2.420 -1.627
H -1.339 1.279 0.160
H -0.931 1.991 2.918
H -0.940 3.561 1.799
H -0.397 -1.013 0.753
H -0.632 -0.746 -0.978
H 1.807 -0.612 -1.047
H 0.634 -1.978 -2.607
H 1.752 -3.198 -1.781
H 0.120 -3.210 -1.327
*
```


Electronic energy
In order: -9312.4167, -9313.5123, -9312.5554, -9312.6875, -9311.5419, -9311.5192, -11368.3438, -11366.8068, -11371.0996, -11367.7566
Unit: eV